No. 1
Here is an isolated molecule of C5H10O2 at a distorted geometry from OMol25. Energies are from wB97M-V/def2-TZVPD.

Results
LUMO energy	1.03	eV
gap between HOMO and LUMO	10.31	eV
DFT total energy	-9438.3146	eV

Element x y z (Å)
O -1.3398 1.2417 0.5905
O -1.7134 -0.1169 0.1970
C -0.7424 -0.9942 0.7755
C -1.2881 1.9810 -0.6243
C 0.7138 -1.2015 -1.2430
C 1.7400 -0.3786 0.8646
C 0.5814 -0.8864 0.0580
H -2.2315 1.8780 -1.1688
H 2.4851 0.1157 0.2323
H -1.1307 3.0358 -0.3859
H -0.4588 1.6338 -1.2464
H 1.4113 0.3568 1.6066
H 2.2243 -1.2066 1.3917
H -1.1276 -2.0160 0.6855
H -0.6529 -0.7842 1.8477
H 1.6647 -1.1091 -1.7571
H -0.1355 -1.5491 -1.8239

---

No. 2
Here is an isolated ion of composition C6H16N2 and charge -1 at a distorted geometry from OMol25. Energies are from wB97M-V/def2-TZVPD.

Results
2S+1	2
LUMO energy (spin up / spin down)	4.00 / 3.81	eV
gap between HOMO and LUMO (spin up / spin down)	2.60 / 9.08	eV
DFT total energy	-9456.6164	eV
charge	-1
<S²>	0.75

Element x y z (Å)
N 1.5574 -0.2804 -1.7297
N -0.3233 1.2083 0.7362
C 0.8167 -2.6027 -0.4627
C -2.2557 0.4368 2.4167
C 1.4280 1.0967 -1.2253
C -0.1251 1.6296 -0.6996
C 1.9162 -1.4500 -0.8759
C -1.7420 1.0369 1.0297
H 2.6109 -1.8639 -1.5991
H -2.1977 0.6433 0.1025
H -2.4266 -0.6811 2.3668
H 2.1172 1.4828 -0.4267
H 0.1931 0.3696 0.9888
H -0.2362 2.7031 -0.8460
H 1.7403 1.8877 -1.9512
H -0.0784 -2.2161 -0.4320
H -1.6879 0.5165 3.2787
H -3.1783 1.1036 2.5532
H 0.5999 -3.3324 -1.1580
H 1.1164 -3.1275 0.3901
H -2.1190 2.0351 1.2018
H 0.7697 -0.4310 -2.2198
H 2.4163 -1.2878 0.0988
H -0.9119 1.1229 -1.5374

---

No. 3
Here is C42H41Cl2N3O5RuS2 as an isolated structure at a distorted geometry from OMol25. Energies are from wB97M-V/def2-TZVPD.

Results
LUMO energy	-9.18	eV
gap between HOMO and LUMO	2.55	eV
DFT total energy	-108209.3412	eV
charge	+2

Element x y z (Å)
Ru 0.1907 0.5048 0.0682
Cl 2.8286 1.6926 0.3289
Cl 1.9998 -1.0953 0.0833
S -2.6376 1.7709 -0.1509
S 0.2397 -0.0803 3.1846
O 0.7715 1.2239 -1.7416
O 0.6753 -1.3467 3.6908
O -0.2641 -0.2013 -3.1063
O -1.1156 1.9666 0.2170
O 1.2199 0.9282 2.8714
N -1.1596 -1.0970 -0.1410
N -0.0293 0.1654 -5.6592
N -0.4890 -0.2635 1.7196
C -2.0129 -3.2838 -8.5360
C -0.6899 -0.1531 -6.8214
C 0.4374 0.8042 -2.9025
C -2.4949 2.3683 4.7472
C -1.8145 0.5052 -8.8338
C -3.0471 5.9891 -2.8061
C -1.1297 0.8590 -7.6987
C -2.2973 -3.1422 -0.4602
C -1.4444 -0.1451 5.3033
C 0.7533 1.2565 -5.3958
C -2.0715 -0.8394 -9.0923
C -1.6755 -2.0188 -0.9600
C -4.8801 0.2667 -1.8001
C -6.7785 0.9825 -3.0861
C -6.0182 2.0012 -3.6414
C -0.4944 -2.5869 -6.1206
C 1.7449 2.7408 -3.7774
C -1.8147 -2.4019 1.7867
C -4.0819 2.1939 6.6976
C -0.9730 0.6034 4.2334
C 2.1398 3.0858 -6.1302
C 1.3800 1.9766 -6.4299
C -2.6838 1.4840 -1.9200
C 2.3046 3.4865 -4.8067
C -1.4887 1.8629 3.9466
C -2.3721 -3.3268 0.9243
C -2.4542 0.3815 6.0926
C -2.9967 1.6352 5.8247
C -0.8468 5.7287 -1.8795
C 3.3189 0.0350 0.6210
C -6.2074 0.1117 -2.1681
C -1.2013 -1.3061 1.1990
C 0.9829 1.6135 -4.0395
C -2.6812 4.4523 -0.9843
C -3.2454 3.4622 -0.0066
C -0.9728 -1.5218 -7.0644
C -1.6788 -1.8543 -8.2180
C -1.7007 6.3212 -2.8001
C -3.5337 5.0552 -1.9034
C -1.3322 4.8039 -0.9685
C -4.1164 1.2966 -2.3448
C -4.6918 2.1623 -3.2682
H -2.7187 -3.8639 -1.1434
H -6.7958 -0.6886 -1.7411
H -4.8303 1.4357 6.9244
H 1.9007 3.0243 -2.7467
H -2.8933 3.3558 4.5500
H -3.7222 6.4651 -3.5041
H -1.5924 -1.8222 -2.0207
H -6.4589 2.6738 -4.3647
H 0.4005 -2.2923 -5.5765
H -0.2307 -0.3732 -4.7973
H -4.4352 -0.4219 -1.0897
H 1.2994 1.6260 -7.4483
H 2.8961 4.3618 -4.5774
H -4.3290 3.3646 -0.0968
H -2.6755 -3.3430 -9.3961
H -1.0874 2.4381 3.1215
H -0.2622 -3.5034 -6.6576
H -0.9838 1.8970 -7.4376
H -4.5765 3.0417 6.2279
H -3.6656 2.5335 7.6474
H -2.6079 -1.1096 -9.9929
H -2.5036 -3.7750 -7.6956
H -2.1920 2.3275 -2.4077
H -1.2699 -2.8334 -5.3896
H -2.1789 1.2661 -9.5095
H -2.8216 -0.1884 6.9364
H -4.0973 2.9565 -3.7025
H -0.6677 4.3658 -0.2372
H -1.1137 -3.8566 -8.7703
H 0.1985 6.0071 -1.8545
H 4.1926 -0.2044 0.0265
H -1.8148 -2.5286 2.8589
H -2.0859 0.5836 -2.0597
H -4.5870 4.8022 -1.9052
H -1.0122 -1.1123 5.5186
H 3.4525 -0.1258 1.6854
H -3.0092 3.7075 1.0317
H -2.8522 -4.2097 1.3241
H -7.8146 0.8635 -3.3716
H -1.3219 7.0580 -3.4953
H 2.6239 3.6329 -6.9272

---

No. 4
Here is an isolated ion of composition C8H13IN and charge +1 at a distorted geometry from OMol25. Energies are from wB97M-V/def2-TZVPD.

Results
LUMO energy (spin up / spin down)	-4.03 / -4.04	eV
gap between HOMO and LUMO (spin up / spin down)	7.63 / 7.29	eV
DFT total energy	-18081.7256	eV
charge	+1

Element x y z (Å)
I -2.3328 0.9840 -0.5923
N 0.9020 -0.0119 0.2343
C 2.5385 0.5028 -1.6695
C -5.0463 0.0781 0.6489
C 1.4341 0.8850 -0.8205
C 0.5236 -1.2623 -0.4518
C -3.7865 0.3102 0.5265
C -0.3072 0.6761 0.8637
C 1.7632 -0.3647 1.3027
C 3.4778 0.1708 -2.3675
H 2.5900 -1.1606 1.0518
H 1.4806 1.8963 -0.4853
H 1.3894 -1.4914 -1.0851
H -0.4554 -1.1832 -1.0107
H 1.0093 -0.9775 1.9471
H -0.8318 0.1246 1.7333
H -0.0749 1.5992 1.3537
H 0.3187 -2.1221 0.1517
H 2.2564 0.4924 1.8040
H 4.0745 -0.2042 -3.1692
H -5.5565 -0.3293 1.5132
H 0.6008 1.0578 -1.4354
H -5.9673 0.3300 -0.0436

---

No. 5
Here is an isolated molecule of C4H8N2O from OMol25. Energies are from wB97M-V/def2-TZVPD.

Results
LUMO energy	0.52	eV
gap between HOMO and LUMO	7.94	eV
DFT total energy	-9301.1262	eV

Element x y z (Å)
O 0.7490 1.9295 0.1043
N -0.6641 1.1877 -1.4506
N -0.0756 -0.9636 1.1703
C -0.1519 1.0343 -0.2453
C 0.4122 -1.6906 0.0044
C -0.8984 0.1451 0.7672
C 1.2746 -0.6203 0.5818
H -1.0978 0.8022 1.6248
H 0.6016 -2.7447 0.2108
H -1.8692 -0.1721 0.3551
H -1.4407 0.6262 -1.7643
H -0.0808 -1.5308 -0.9635
H 2.0899 -1.0240 1.1930
H 1.3646 1.2120 0.5219
H -0.2132 1.8091 -2.1098

---

No. 6
Here is a 2-piece molecular cluster, C20H21NO2 overall at a distorted geometry from OMol25. Energies are from wB97M-V/def2-TZVPD.

Results
LUMO energy	-2.01	eV
gap between HOMO and LUMO	4.09	eV
DFT total energy	-26664.1232	eV

Element x y z (Å)
O -1.5407 0.7008 2.2881
O 2.0749 -1.3474 2.6307
N 0.4149 1.4449 -2.1709
C 2.5611 -1.0416 -0.4270
C 0.6564 2.6675 -2.9446
C -1.9845 1.6159 -2.5228
C 1.0446 -0.6462 2.6731
C -0.8633 0.9578 -1.9843
C -2.8440 -1.2270 2.6279
C 1.2104 0.8481 2.6727
C 0.0839 -0.9145 -0.7335
C -3.4569 -0.0756 -1.6126
C 1.5302 0.7988 -1.6741
C -1.5015 -0.5302 2.5300
C -1.0451 -0.2650 -1.2466
C -3.2681 1.1166 -2.3325
C 1.3807 -0.4202 -0.9297
C 3.8106 -0.4910 -0.6486
C 2.8126 1.3256 -1.8969
C 3.9423 0.6965 -1.3875
C -0.2750 -1.2838 2.6743
C -0.2346 -2.7656 2.7854
C -2.3706 -0.7578 -1.0892
H -1.2218 -3.2347 2.8386
H -3.4595 -0.8998 1.7787
H 1.3004 2.4406 -3.8048
H 0.2504 1.3684 2.6911
H -4.1157 1.6583 -2.7638
H -3.3345 -0.8858 3.5545
H 1.7678 1.1395 1.7717
H 0.3066 -3.2035 1.9277
H 2.4617 -1.9512 0.1630
H 1.8131 1.1183 3.5514
H -4.4693 -0.4578 -1.4799
H -2.5149 -1.6968 -0.5489
H 1.1542 3.4149 -2.3123
H -0.2624 3.1084 -3.3261
H 0.3367 -3.0603 3.6816
H 4.9282 1.1303 -1.5766
H -2.8010 -2.3145 2.6405
H -0.0455 -1.8661 -0.2178
H 2.9310 2.2359 -2.4854
H -1.8678 2.5239 -3.1129
H 4.7042 -0.9748 -0.2516

---

No. 7
Here is C21H36Br2CsN6OSi2 as an isolated structure at a distorted geometry from OMol25. Energies are from wB97M-V/def2-TZVPD.

Results
LUMO energy	1.86	eV
gap between HOMO and LUMO	5.22	eV
DFT total energy	-189741.4586	eV
charge	-1

Element x y z (Å)
Cs -1.3433 0.0918 -0.8985
Br -4.1560 0.7758 5.5921
Br -6.0534 1.2847 0.3242
Si -1.6935 -3.2593 -2.3125
Si 0.3686 -3.0738 0.1431
O -3.1162 1.8327 -0.2672
N 0.0876 4.5309 -1.8471
N 1.9875 4.7694 -0.4441
N 2.4871 0.8339 -1.4310
N 1.6672 2.8998 -1.8604
N -0.9421 1.8271 1.4869
N 3.8656 2.7478 -1.0024
C 1.4509 2.0252 1.7457
C -1.3399 1.3435 4.1900
C 2.7037 2.0879 -1.4126
C 2.0761 -2.3138 0.5341
C -4.5776 1.3306 1.5134
C 1.1887 4.1134 -1.3652
C -2.2033 1.6048 1.9436
C -1.9900 -5.1538 -2.4443
C 4.8769 1.8978 -0.4022
C 0.5574 -4.9222 0.6281
C -1.8435 -2.6260 -4.1040
C 4.4242 3.7260 -1.9328
C 0.0783 1.8010 2.3145
C -4.8097 1.0932 2.8605
C -2.4523 1.3491 3.3231
C -3.3147 1.6294 0.9583
C -0.8117 -2.3867 1.4901
C -3.2761 -2.6299 -1.4209
C -0.0906 1.5692 3.6946
C -3.7758 1.1076 3.7577
C -0.1540 -2.7339 -1.5491
H 0.7762 1.5631 4.3440
H -2.7301 -3.0154 -4.6126
H 5.0855 4.3999 -1.3877
H -1.4950 1.1552 5.2433
H 3.6331 4.3129 -2.3884
H -1.8975 -1.5329 -4.1314
H 4.9995 3.2306 -2.7248
H 2.2128 -2.1534 1.6082
H 2.6735 4.2108 0.0403
H -5.8194 0.8949 3.1936
H -1.1609 -5.6270 -2.9778
H -1.7667 -2.9217 1.4681
H -0.2140 5.3970 -1.4142
H -3.3998 -1.5459 -1.3302
H 0.9300 -5.0462 1.6521
H -2.9199 -5.3973 -2.9711
H -0.3772 -2.5423 2.4832
H -0.9639 -2.9212 -4.6837
H 5.3741 1.2493 -1.1359
H -2.0378 -5.6035 -1.4483
H 1.4300 2.8950 1.0917
H -1.0568 -1.3180 1.4492
H 0.9380 2.3290 -2.2575
H -3.3383 -3.0359 -0.4062
H 2.1878 2.1851 2.5334
H 1.5004 5.4389 0.1269
H -4.1605 -2.9793 -1.9633
H 4.4293 1.2745 0.3707
H 0.6833 -2.8432 -2.2510
H 1.2574 -5.4151 -0.0521
H 2.1771 -1.3548 0.0189
H -0.3992 -5.4471 0.5534
H 3.3024 0.2639 -1.2407
H 5.6334 2.5350 0.0556
H 1.7564 1.1637 1.1463
H 2.8810 -2.9721 0.1925

---

No. 8
Here is a 2-piece molecular cluster, C6H7NO3 overall at a distorted geometry from OMol25. Energies are from wB97M-V/def2-TZVPD.

Results
LUMO energy	0.62	eV
gap between HOMO and LUMO	8.23	eV
DFT total energy	-13963.5703	eV

Element x y z (Å)
O -1.6053 -2.9635 1.0423
O -2.4757 -0.9741 0.3238
O 1.6017 -1.7697 0.1282
N 0.3756 0.2791 0.7385
C 1.0858 -1.6847 1.2447
C 0.6428 0.2447 -0.5136
C 0.3973 1.2055 -1.5822
C -2.0297 -1.9656 0.6888
C 1.4708 -0.8935 -0.8965
C -0.4034 1.2845 1.4465
H -0.4783 1.7694 -1.4342
H -1.4610 1.0153 1.3593
H 1.1908 1.8215 -1.9437
H 1.7812 -1.2593 -1.9396
H -0.0940 2.2079 1.1576
H 0.0927 0.5574 -2.3512
H -0.0912 1.1251 2.5314

---

No. 9
Here is a 2-piece molecular cluster, C2H4BrNO2 overall at a distorted geometry from OMol25. Energies are from wB97M-V/def2-TZVPD.

Results
LUMO energy (spin up / spin down)	-1.67 / -1.05	eV
gap between HOMO and LUMO (spin up / spin down)	9.20 / 8.39	eV
DFT total energy	-77758.6951	eV

Element x y z (Å)
Br 1.7725 0.0974 1.5731
O 0.8557 -2.2353 0.0504
O -0.9385 -1.4641 -0.8181
N 0.1076 -1.3610 -0.2570
C -0.6443 1.0079 0.3072
C 0.3937 0.0369 0.2328
H -0.2721 2.0974 0.0465
H -1.2888 0.8506 -0.4737
H -1.0857 0.8007 1.3725
H 1.1001 0.1693 -2.0337

---

No. 10
Here is a 4-piece molecular cluster, C13H33NO3S2 overall at a distorted geometry from OMol25. Energies are from wB97M-V/def2-TZVPD.

Results
LUMO energy	0.08	eV
gap between HOMO and LUMO	6.50	eV
DFT total energy	-43305.7532	eV

Element x y z (Å)
S 0.7939 -1.5537 -4.5968
S -2.0030 1.0597 -1.1827
O -2.8256 2.1528 -0.4377
O 1.8388 -2.2280 -5.4048
O 0.7093 -0.8885 -1.5885
N 1.0710 -0.4333 2.0868
C 0.7053 -0.5066 3.5253
C 2.5325 -0.8493 1.7954
C -0.1399 -2.5703 2.5680
C 1.3583 2.0892 1.8286
C 0.0621 -0.2634 -5.6528
C 0.1857 -1.5074 1.5239
C -0.5723 -2.6747 -4.2216
C 0.3198 -1.8678 3.8345
C 0.6929 0.9525 1.4015
C -2.5205 0.9530 -2.8120
C 0.7183 3.3226 1.4209
C -2.7780 -0.5113 -0.6457
C 1.1589 4.3855 2.5043
H 0.9616 -0.1135 -6.1798
H -3.6747 1.1446 -2.7844
H 0.8359 4.2183 3.5380
H -0.3790 -1.9567 4.7296
H -2.2312 0.2096 -3.5751
H -0.6949 -1.1837 0.7751
H -0.6158 -0.6902 -6.3192
H 0.6068 -1.8806 0.6573
H 1.4079 -0.2748 4.3095
H -1.2793 -2.7087 2.8500
H -0.3098 -3.4684 -3.4462
H -0.3262 1.0055 1.5324
H 0.7777 0.7311 0.4332
H -1.3917 -2.2317 -3.5465
H 3.1723 -0.0478 2.0358
H 0.2925 -1.5542 -1.3831
H -1.0628 -3.1480 -5.0915
H 0.6230 5.3725 2.2824
H -3.8893 -0.4484 -0.5740
H -0.5034 3.3685 1.5491
H 1.1217 -2.5089 4.1993
H 2.7600 -1.6458 2.4308
H -2.6575 -0.5283 0.3773
H -2.2833 -1.4301 -1.0685
H 2.3510 2.2197 1.1618
H 0.1103 0.0709 3.6569
H 1.4996 2.1934 2.9123
H -2.1451 2.0292 -3.0663
H 2.2387 4.5907 2.7343
H 2.6024 -0.9305 0.8657
H -0.3782 0.2789 -4.9713
H 0.3356 -3.5931 2.5115
H 0.8175 3.8494 0.5169

---

No. 11
Here is C22H36Cl3I2NO7 as an isolated structure at a distorted geometry from OMol25. Energies are from wB97M-V/def2-TZVPD.

Results
LUMO energy	-0.64	eV
gap between HOMO and LUMO	7.94	eV
DFT total energy	-92987.5579	eV

Element x y z (Å)
I 4.8577 -1.6785 -3.3900
I 2.1391 0.5186 -4.3060
Cl -1.4202 0.4144 2.7782
Cl 3.4165 1.1349 -0.3116
Cl 0.0620 2.6815 -2.3522
O -5.0513 4.6673 -0.0165
O -5.2556 -3.6775 0.8674
O 0.7251 -2.8593 -3.7299
O 3.5063 -5.5095 0.2747
O 4.4249 4.6089 0.5591
O -0.7278 -4.2742 2.9754
O -2.9581 -3.1197 -1.0500
N -1.1897 -3.3582 -2.5286
C 0.0333 -1.4900 -1.8210
C -1.5166 2.4503 0.9548
C 3.1029 -2.3160 -1.0035
C -1.8981 -2.7414 -1.4692
C -2.9386 2.1158 0.5094
C -0.3645 0.2955 0.2468
C 2.1798 -0.5585 -2.5273
C -1.2916 -0.7170 0.0253
C -4.6891 -3.1568 2.0573
C -0.6605 1.2586 1.3886
C -1.0822 -1.5948 -1.0144
C 1.4274 2.8943 -1.2044
C 3.6984 -5.9992 -1.0490
C -1.4339 -3.2604 3.6825
C 2.6033 3.5012 -1.9279
C 0.7727 0.4309 -0.5983
C 5.3372 5.6239 0.9693
C 1.6961 1.6110 -0.3469
C -0.0284 -2.5893 -2.8383
C 0.9903 -0.4963 -1.6304
C 3.1466 -1.4204 -2.2172
C -5.5701 5.6213 0.9047
H 2.3059 -3.0569 -1.0804
H 4.2233 -5.8511 0.8151
H 6.3727 5.2847 0.8902
H -2.9172 1.7316 -0.5122
H -6.2876 5.1666 1.5922
H -3.5729 2.9989 0.5323
H -6.0478 6.4579 0.3892
H -4.5214 -3.9471 0.3057
H 5.1445 5.9436 1.9963
H 3.6702 -7.0913 -1.0820
H 1.0535 3.6422 -0.5071
H 2.3087 4.4867 -2.2929
H 0.2535 1.6496 1.8211
H -2.2207 -3.6892 4.3095
H -1.8700 -2.5329 2.9954
H -1.3512 -4.7324 2.4054
H 2.9611 -1.7281 -0.0971
H 4.0307 -2.8762 -0.9490
H 3.4491 3.6650 -1.2704
H 5.1935 6.4718 0.3049
H -2.1700 -0.8175 0.6465
H -4.7283 6.0006 1.4786
H -0.7140 -2.7523 4.3193
H 1.5132 1.9235 0.6718
H 4.5441 3.8544 1.1437
H -4.1002 -3.9166 2.5808
H 4.6522 -5.6534 -1.4576
H -1.8006 -3.5741 -3.3079
H 2.9095 2.9262 -2.8006
H -3.3787 1.3399 1.1361
H -5.5047 -2.8391 2.7028
H -1.0064 2.8725 0.0867
H -4.0486 -2.2942 1.8441
H -5.7838 4.3232 -0.5350
H 2.8928 -5.6118 -1.6683
H -1.4977 3.2140 1.7318

---

No. 12
Here is C5H13ClI2N2O2PRh as an isolated structure at a distorted geometry from OMol25. Energies are from wB97M-V/def2-TZVPD.

Results
2S+1	5
LUMO energy (spin up / spin down)	-7.03 / -11.27	eV
gap between HOMO and LUMO (spin up / spin down)	9.50 / 5.51	eV
DFT total energy	-53475.8468	eV
charge	+2
<S²>	6.02

Element x y z (Å)
I -1.8868 2.5093 -2.0409
I 1.4377 2.0507 -1.8326
Rh -0.0921 0.6052 -0.0007
Cl -2.5503 0.5463 0.1010
P -0.1900 -1.1597 -1.2885
O 2.6109 -0.3211 0.9182
O -0.0376 2.0426 1.5051
N 0.2274 1.1802 3.6737
N 0.3450 3.4220 3.2245
C -1.0255 -0.7392 -2.8570
C 1.3534 -1.9739 -1.8696
C 1.5886 0.0059 0.4331
C 0.1956 2.1582 2.7368
C -1.0943 -2.6168 -0.6095
H 0.8576 3.5635 4.0828
H 0.2675 4.1801 2.5764
H 1.9979 -1.2039 -2.3102
H 1.8554 -2.4558 -1.0199
H -1.2757 -3.3212 -1.4316
H 1.1082 -2.7327 -2.6257
H -0.4334 -0.0543 -3.4686
H -1.9767 -0.2562 -2.6170
H -2.0403 -2.2696 -0.1821
H 0.4790 1.4358 4.6411
H -0.4989 -3.1208 0.1627
H -0.0507 0.2325 3.4520
H -1.1719 -1.7072 -3.3535

---

No. 13
Here is C2H3N3O3 as an isolated structure at a distorted geometry from OMol25. Energies are from wB97M-V/def2-TZVPD.

Results
LUMO energy	0.31	eV
gap between HOMO and LUMO	9.41	eV
DFT total energy	-12731.7465	eV

Element x y z (Å)
O 2.5097 -0.3109 0.0419
O 0.7251 1.0644 -0.0335
O -1.5150 1.6494 0.0944
N 0.3964 -1.1502 -0.0220
N -1.9046 -1.2210 0.0621
N -0.7644 -0.4736 -0.2714
C 1.2577 -0.1347 0.0908
C -0.7527 0.7730 -0.1330
H -1.8952 -1.2591 1.2288
H 2.9599 0.5920 0.1282
H -1.9444 -2.4722 -0.3074